30
Properties=species:S:1:pos:R:3:forces:R:3:nbo_charge:R:1 method="wB97M-V/def2-TZVPD" charge=+1 lumo_ev="-2.2 / -6.7" de_lowest_kcal_mol=28.55 gap_ev="7.13 / 5.79" multiplicity=3
N -0.466 0.860 0.837 2.5 0.2 0.2 -0.60
N -1.594 -2.832 -0.216 0.3 0.0 -0.4 -0.77
N 2.405 -0.976 -0.367 -2.4 -4.7 -4.0 -0.40
N -0.125 -1.142 -0.532 -1.8 -0.3 -0.5 -0.61
N 1.715 -0.029 0.126 -5.6 2.2 0.1 0.04
N -2.159 1.122 2.186 -1.6 4.6 4.1 -0.75
C -1.300 -1.511 -0.160 0.1 -1.9 1.1 0.50
C 2.482 0.830 0.859 6.3 -2.4 0.1 -0.09
C 3.742 0.223 0.882 -0.6 2.3 0.5 -0.21
C -1.616 0.534 1.218 0.9 -5.0 -3.0 0.49
C 0.192 0.161 -0.191 1.3 2.8 -0.4 0.45
C -1.086 1.692 -1.867 -1.2 -2.8 0.8 -0.62
C 0.234 1.235 -1.397 2.4 -2.3 -1.1 -0.40
C 3.709 -0.867 -0.045 3.9 0.3 1.4 0.07
C -2.305 -0.685 0.589 -2.0 0.4 0.5 -0.57
H -1.623 1.739 -0.952 -1.2 0.7 0.7 0.20
H -0.828 -3.458 -0.484 -0.9 0.3 0.0 0.42
H -3.001 -0.226 -0.125 0.0 -0.1 -0.3 0.27
H -1.633 2.023 2.401 -1.5 -1.6 0.3 0.43
H 0.688 0.501 -2.075 0.2 0.8 -1.0 0.19
H -3.059 -1.285 1.277 2.1 1.1 -1.1 0.26
H -3.082 0.926 2.555 0.4 0.3 -0.2 0.42
H -1.232 2.568 -2.404 0.4 1.7 -0.9 0.24
H 1.974 -1.534 -1.108 0.2 0.3 0.4 0.45
H 0.939 2.059 -1.287 0.1 -0.2 0.7 0.23
H -2.514 -3.174 0.025 0.5 -0.1 -0.1 0.41
H 4.620 0.552 1.459 -0.7 -0.2 -0.5 0.26
H 4.446 -1.643 -0.274 -0.5 0.5 0.2 0.24
H 2.049 1.464 1.482 -1.7 2.9 2.4 0.24
H -1.570 0.875 -2.413 0.0 0.1 -0.2 0.21

27
Properties=species:S:1:pos:R:3:forces:R:3:nbo_charge:R:1 method="wB97M-V/def2-TZVPD" charge=0 lumo_ev=0.9 smiles="CC1=N[C@@]2(O)CCCC[C@@]2(O)C1" de_lowest_kcal_mol=34.33 gap_ev=9.83
O 0.453 0.402 2.408 0.7 0.5 1.8 -0.72
O -0.246 2.441 0.580 0.1 0.5 1.1 -0.73
N 1.565 1.218 -0.390 -0.9 1.0 0.4 -0.44
C -0.002 -0.085 1.203 3.2 2.4 -3.9 0.29
C 1.121 -0.942 0.587 1.1 1.2 0.8 -0.52
C -0.741 0.947 -1.184 0.1 -1.6 1.9 -0.43
C -2.176 0.486 -0.940 -0.7 1.8 0.5 -0.40
C -1.411 -0.502 1.288 -0.8 0.4 -0.5 -0.46
C 0.171 1.219 0.056 -1.9 -1.3 -0.4 0.37
C 3.396 -0.329 -0.558 2.6 1.8 0.9 -0.68
C -2.214 -0.735 -0.070 2.0 -1.6 1.3 -0.38
C 2.082 0.114 -0.116 -1.4 -2.2 0.6 0.32
H 1.643 -1.566 1.335 -0.1 0.4 -0.1 0.22
H 4.075 0.522 -0.854 -0.8 -0.4 0.8 0.24
H -1.782 -1.695 -0.587 -0.3 1.9 0.6 0.19
H 3.437 -0.847 -1.461 -0.7 -1.5 -1.4 0.24
H -2.769 1.359 -0.517 0.5 -1.2 -0.1 0.21
H 0.829 -1.626 -0.155 -0.8 -0.9 -1.2 0.22
H -1.514 -1.281 1.991 0.0 -1.7 0.4 0.22
H 1.364 0.788 2.357 -1.3 -0.5 -0.3 0.48
H -2.670 0.243 -1.875 0.1 0.1 -0.4 0.21
H -3.203 -1.085 0.162 -0.6 0.3 0.3 0.22
H -0.361 0.152 -1.753 1.2 -1.1 -1.0 0.19
H 3.900 -0.912 0.218 0.0 0.0 -0.2 0.22
H -0.638 1.806 -1.741 -0.2 2.0 -1.6 0.20
H -0.275 3.188 -0.051 0.3 -1.0 0.1 0.48
H -1.718 0.294 1.951 -1.3 0.8 -0.4 0.24

28
Properties=species:S:1:pos:R:3:forces:R:3:nbo_charge:R:1 method="wB97M-V/def2-TZVPD" charge=0 lumo_ev="-0.1 / -0.1" de_lowest_kcal_mol=142.41 gap_ev="7.85 / 7.85"
S 0.645 -1.972 0.115 -1.1 1.1 -1.3 0.14
O -1.836 -0.909 -0.011 -0.4 -0.4 -0.2 -0.44
O -3.434 -1.708 -1.468 0.5 -0.1 0.6 -0.42
N -2.741 -2.013 -0.500 0.0 0.5 -0.2 0.38
C -0.363 -3.212 0.869 -0.4 1.3 1.2 -0.34
C -0.553 -0.488 -0.606 -1.4 -3.5 3.6 0.12
C 1.159 1.310 -0.448 -1.0 -0.3 -0.8 -0.39
C -2.866 -3.095 0.298 0.0 1.7 -3.1 -0.09
C -1.283 1.884 -0.152 0.9 -0.1 -0.3 -0.60
C -0.252 0.790 0.121 2.1 0.9 -0.7 -0.28
C -1.702 -3.522 0.988 1.6 -1.4 1.9 -0.30
C 3.415 2.230 -0.313 2.4 -1.1 -0.3 -0.61
C 2.116 2.120 0.417 -1.1 0.6 1.0 -0.41
H 0.390 -3.500 1.649 -1.3 -0.7 -0.6 0.24
H -3.766 -3.695 -0.066 1.5 0.6 1.0 0.24
H -0.155 0.498 1.170 0.0 0.4 0.0 0.23
H -2.219 1.680 0.306 -0.9 -0.2 0.3 0.23
H -0.535 -0.546 -1.645 0.0 0.1 -1.8 0.20
H 4.044 3.002 0.178 0.2 -1.0 0.3 0.22
H 3.846 1.105 -0.263 -0.2 2.9 -0.4 0.20
H 1.752 3.148 0.730 0.1 -1.3 -0.3 0.20
H -0.905 2.848 0.228 -0.1 -0.3 -0.4 0.21
H 3.481 2.629 -1.358 -0.9 -0.8 0.5 0.21
H 2.344 1.508 1.334 -0.4 0.8 -0.6 0.21
H 0.964 1.865 -1.433 0.2 -0.8 1.3 0.20
H 1.776 0.432 -0.698 -0.3 0.0 -0.2 0.20
H -1.928 -4.268 1.801 0.4 0.7 -1.0 0.23
H -1.396 1.880 -1.245 -0.2 0.5 0.2 0.21

27
Properties=species:S:1:pos:R:3:forces:R:3:nbo_charge:R:1 method="wB97M-V/def2-TZVPD" charge=0 lumo_ev="0.7 / -2.6" de_lowest_kcal_mol=0.00 gap_ev="6.22 / 5.71" multiplicity=3
S 0.287 -0.333 -4.184 -0.3 0.5 2.5 0.19
S -2.871 2.826 0.749 0.8 -0.5 1.0 0.14
N -0.697 1.195 1.834 -8.0 1.8 0.6 -0.51
C -3.013 1.511 1.876 -1.8 3.3 -2.3 -0.39
C 0.207 -2.029 -3.624 -0.5 2.2 -1.1 -0.32
C -0.141 -2.516 -2.458 0.8 -3.6 -0.2 -0.46
C 0.099 0.582 -2.475 -2.1 -2.1 0.0 -0.70
C 0.360 -0.694 2.949 1.4 0.9 1.5 -0.69
C 0.405 0.592 2.078 5.0 -2.6 0.8 0.20
C 1.602 1.230 1.482 -1.6 0.0 0.2 -0.25
C 2.895 0.858 1.375 -0.6 -0.3 0.6 -0.40
C -1.946 0.854 2.349 7.6 -0.6 -1.5 0.04
H -0.614 -0.960 3.422 0.8 0.9 -0.3 0.21
H -3.918 1.226 2.281 -2.2 -0.1 0.2 0.22
H 1.470 2.195 0.962 -0.9 -0.3 0.7 0.20
H -0.329 -2.086 -1.513 -0.2 0.9 0.5 0.21
H 0.336 -2.619 -4.513 0.2 -0.6 0.1 0.22
H -2.128 -0.026 2.926 0.1 -0.3 0.7 0.18
H 1.162 -0.670 3.770 -1.2 0.2 -1.0 0.23
H -1.016 0.799 -2.160 2.1 -0.8 -0.8 0.22
H 3.137 -0.149 1.629 0.9 -0.4 0.3 0.19
H 0.583 -1.590 2.437 0.5 -0.9 -1.1 0.22
H 0.556 1.527 -2.567 0.9 0.9 -0.1 0.22
H -0.061 -3.658 -2.427 -0.4 1.6 0.1 0.20
H 0.584 -0.088 -1.702 -0.4 1.0 -0.9 0.23
H -1.483 3.021 0.958 -1.4 -0.5 -0.2 0.20
H 3.588 1.644 1.107 0.4 -0.6 -0.3 0.20

29
Properties=species:S:1:pos:R:3:forces:R:3:nbo_charge:R:1 method="wB97M-V/def2-TZVPD" charge=-1 lumo_ev=3.5 de_lowest_kcal_mol=57.69 gap_ev=8.58
S 1.743 1.442 0.469 -0.2 2.4 3.0 2.37
Si 0.679 -0.494 -0.972 -0.5 -4.3 -1.3 1.69
O 2.325 1.673 1.795 -0.8 -0.3 -0.9 -0.99
O 1.625 2.675 -0.307 0.5 -0.8 -0.4 -1.00
O 2.373 0.260 -0.139 1.0 -1.0 -1.8 -0.99
C -1.747 1.977 1.687 1.6 -0.9 0.7 -0.13
C -1.042 1.742 0.355 1.1 0.8 0.7 -0.53
C 1.104 -0.219 -2.838 -0.5 3.5 -0.6 -1.09
C -1.099 -1.330 -1.456 -1.2 0.1 -0.8 -1.13
C -1.024 -0.149 2.989 -0.4 0.4 -1.2 -0.32
C 0.124 0.738 0.335 -1.5 -0.8 2.7 -0.70
C -0.183 -0.644 2.094 0.2 2.3 -2.0 -0.04
C -1.708 1.148 2.770 0.5 0.9 -2.1 -0.25
C 1.407 -2.371 -0.658 -1.6 1.4 -1.3 -1.04
H 1.802 0.606 -3.184 -0.1 -1.0 0.9 0.22
H 2.455 -2.384 -0.743 1.5 -0.1 0.4 0.21
H -1.386 -0.644 3.904 0.6 -0.2 -0.4 0.21
H 1.026 -3.023 0.119 0.0 0.2 0.5 0.20
H -1.261 -1.709 -2.539 0.8 0.5 1.4 0.20
H 1.364 -1.090 -3.379 0.5 -1.3 -0.1 0.22
H -0.731 2.714 -0.154 0.3 -0.9 1.2 0.26
H -2.208 1.480 3.619 -1.0 0.7 1.4 0.19
H -1.470 -2.216 -0.822 0.4 1.6 -0.5 0.21
H 0.401 -1.547 2.070 0.1 -0.1 -0.1 0.20
H 0.205 0.134 -3.411 0.2 -0.4 0.8 0.22
H -1.824 1.527 -0.300 -1.4 -1.3 -1.4 0.22
H 1.044 -2.825 -1.600 0.0 0.1 0.3 0.20
H -2.189 2.972 1.733 -0.3 -0.4 0.4 0.20
H -1.804 -0.443 -1.438 0.1 -1.1 0.4 0.19

25
Properties=species:S:1:pos:R:3:forces:R:3:nbo_charge:R:1 method="wB97M-V/def2-TZVPD" charge=0 lumo_ev=1.0 smiles=C[C@]12C[C@H]3C[C@@]3(C)[C@H]1[C@@H]2P de_lowest_kcal_mol=56.40 gap_ev=9.84
P -0.862 0.912 3.183 -0.8 -1.8 -0.5 0.33
C 0.249 -0.344 0.771 -2.5 -0.3 1.8 -0.22
C 0.523 -0.126 -1.670 1.9 1.5 2.1 -0.25
C 0.870 -1.011 -0.487 -1.4 -1.0 -1.3 -0.03
C -0.566 0.859 0.326 0.3 0.1 -0.8 -0.08
C 0.125 1.063 1.668 1.7 -1.8 -1.9 -0.47
C 0.306 -2.401 -0.731 1.7 1.0 0.1 -0.58
C 1.936 -0.707 -1.503 -1.0 3.7 3.0 -0.40
C 0.261 1.210 -0.934 1.6 1.5 -0.9 -0.41
C -2.083 0.943 -0.090 -1.0 1.0 0.6 -0.63
H -0.278 1.964 -1.496 -0.2 0.0 -0.5 0.22
H -0.350 -1.148 1.321 0.9 1.2 -0.6 0.21
H -0.016 -0.394 -2.524 -1.0 -0.6 -0.9 0.22
H -2.902 0.815 0.718 1.7 0.4 -0.9 0.23
H 0.919 -3.149 -0.300 0.7 -1.0 0.5 0.20
H 2.648 0.002 -1.100 0.4 0.0 -0.6 0.21
H -0.620 -2.416 -0.266 -2.1 -0.5 0.3 0.20
H 1.294 1.737 -0.798 -1.7 -1.0 0.5 0.21
H -2.329 0.148 -0.802 0.4 -0.1 0.0 0.22
H 1.046 1.661 1.806 -0.7 -0.2 -0.7 0.24
H 2.275 -1.445 -2.123 0.8 -1.9 -1.4 0.22
H -0.534 2.172 3.488 0.3 1.8 1.1 -0.03
H -2.300 1.931 -0.689 0.5 -1.7 1.4 0.21
H 0.326 -2.522 -1.799 -0.5 -0.5 -0.4 0.20
H 0.062 0.245 4.034 0.1 0.3 -0.1 -0.02

30
Properties=species:S:1:pos:R:3:forces:R:3:nbo_charge:R:1 method="wB97M-V/def2-TZVPD" charge=0 lumo_ev="0.5 / -4.0" gap_ev="5.54 / 5.76" multiplicity=3
Br 0.074 3.492 -2.448 2.0 3.6 -3.7 0.31
O 1.202 3.115 0.232 -2.0 0.8 1.4 -0.70
N -2.489 -0.666 -2.154 -0.6 -2.9 -0.8 -0.48
N -1.136 0.923 -1.767 -0.5 2.0 2.3 -0.21
N -0.385 -0.008 -2.356 0.8 0.6 -0.1 -0.29
C 1.624 -1.134 0.726 -0.4 -0.5 0.8 -0.42
C 1.590 -2.627 0.468 -1.9 -0.8 -0.6 -0.60
C 0.250 -0.581 0.890 -3.7 0.7 -1.0 -0.19
C 0.686 1.870 -0.165 -2.0 -0.7 -0.3 0.12
C -1.223 -0.988 -2.589 -1.9 2.7 1.3 0.12
C -0.632 2.135 -1.185 1.1 -5.0 3.2 -0.30
C 0.251 0.982 1.063 2.1 -0.3 -0.2 -0.44
C -0.577 -1.077 2.193 0.5 1.6 -2.6 -0.60
C -2.420 0.487 -1.587 0.3 0.3 -0.9 0.14
H -0.097 -0.560 2.989 0.0 0.5 1.1 0.20
H 1.160 1.137 1.770 -1.7 0.2 -0.6 0.22
H -0.711 1.286 1.499 0.4 0.3 0.0 0.21
H -0.947 -1.817 -3.138 0.3 -1.7 -0.8 0.20
H -0.455 -2.105 2.362 -0.2 -1.5 0.1 0.21
H -1.647 -0.776 2.079 0.9 -0.4 0.2 0.21
H 2.107 -1.067 1.713 0.4 0.5 -0.3 0.20
H 1.080 -3.232 1.248 0.4 0.7 0.0 0.20
H -3.313 1.028 -1.217 1.2 -0.1 0.0 0.22
H 1.047 -2.998 -0.442 0.6 0.9 0.3 0.21
H 2.173 -0.551 -0.035 0.0 -0.5 0.3 0.21
H 2.582 -2.940 0.442 1.7 -1.0 -0.3 0.21
H -1.316 2.650 -0.572 -1.3 0.3 0.6 0.20
H -0.384 -0.868 -0.080 1.3 0.5 2.1 0.21
H 1.458 1.330 -0.702 0.1 0.2 -0.3 0.20
H 0.450 3.558 0.764 1.9 -0.8 -1.1 0.46

30
Properties=species:S:1:pos:R:3:forces:R:3:nbo_charge:R:1 method="wB97M-V/def2-TZVPD" charge=0 lumo_ev=0.6 smiles="C[C@@H]1CCC[C@@H]2[C@H]1O[P@@](=S)(Cl)O[C@H]2C" de_lowest_kcal_mol=32.33 gap_ev=9.22
Cl 0.362 -3.098 3.164 0.4 0.9 -0.6 -0.21
S -2.003 -2.560 0.932 1.4 0.7 1.0 -0.58
P -0.373 -1.782 1.787 -3.1 -1.9 -2.1 1.72
O -0.731 -0.437 2.625 1.3 -1.6 -1.5 -0.78
O 0.719 -1.584 0.548 -0.8 -1.2 3.9 -0.77
C 0.667 -1.719 -2.301 -1.1 -2.0 -0.2 -0.60
C -0.013 0.699 2.114 2.4 0.2 -0.8 0.11
C -1.303 1.162 -0.018 0.1 1.5 -0.3 -0.41
C 1.421 0.738 2.716 -1.1 -0.6 0.0 -0.65
C 0.000 -0.611 -1.551 -0.1 0.1 -0.9 -0.25
C -0.273 0.669 -2.355 -2.4 -1.9 1.3 -0.39
C 0.664 -0.399 -0.162 1.9 1.7 -2.9 0.11
C 0.071 0.786 0.532 -1.6 1.8 2.2 -0.28
C -1.123 1.580 -1.453 1.9 2.4 -1.2 -0.39
H 1.780 1.744 2.582 0.3 0.4 0.4 0.22
H -0.493 2.534 -1.508 -1.4 -0.6 0.5 0.19
H -1.661 2.068 0.524 0.1 -0.7 -0.2 0.21
H -2.068 1.752 -1.946 -0.3 0.3 0.1 0.21
H 0.442 -2.695 -1.783 0.5 0.9 -0.3 0.23
H 1.698 -1.524 -2.265 1.7 -0.2 -0.4 0.19
H -0.926 0.478 -3.220 0.4 -0.7 0.2 0.21
H 0.319 -1.923 -3.348 0.3 0.8 0.8 0.22
H 1.242 0.447 3.749 0.6 0.4 0.3 0.23
H 2.177 0.062 2.309 -0.4 -0.1 -0.3 0.22
H -0.540 1.510 2.595 -0.3 0.5 -0.5 0.21
H 0.569 1.069 -2.779 2.3 1.5 -0.6 0.19
H 0.697 1.711 0.340 -0.4 -1.1 0.2 0.23
H -0.979 -0.958 -1.442 -1.7 -0.7 1.1 0.22
H 1.749 -0.154 -0.382 -0.9 -0.3 0.2 0.18
H -2.092 0.437 -0.005 -0.1 -0.8 0.6 0.23

26
Properties=species:S:1:pos:R:3:forces:R:3:nbo_charge:R:1 method="wB97M-V/def2-TZVPD" charge=+1 lumo_ev=-4.3 smiles="C=[N+]=C1[C@H]([C@@H](C)CC)[C@H]1C" de_lowest_kcal_mol=110.98 gap_ev=9.27
N -2.700 0.630 -0.160 0.2 -1.0 0.3 -0.23
C 3.335 0.295 -0.349 -1.2 -1.1 -0.8 -0.60
C 0.805 0.383 -0.130 0.0 0.2 0.7 -0.24
C -1.085 -1.525 -0.538 -0.6 1.7 0.3 -0.20
C -1.875 -0.236 -0.342 3.7 -1.5 1.5 0.39
C 0.689 1.836 0.441 -4.5 -2.1 1.3 -0.58
C 2.164 -0.288 0.351 -1.8 2.0 -0.3 -0.38
C -0.327 -0.530 0.355 -2.1 1.1 -4.5 -0.09
C -3.251 1.732 -0.148 -0.2 2.4 -1.2 -0.03
C -1.814 -2.730 0.062 0.0 3.0 0.7 -0.59
H 0.532 1.858 1.571 0.2 -0.1 -1.4 0.22
H 2.096 -1.365 0.299 0.2 -0.2 0.2 0.21
H -0.208 2.329 -0.070 1.0 -0.5 0.9 0.19
H 2.325 0.135 1.342 -0.6 -0.9 0.7 0.22
H -0.605 -1.621 -1.504 -0.5 -0.2 -0.4 0.27
H -2.912 2.404 -0.925 0.1 0.2 -0.3 0.22
H -1.256 -3.509 -0.258 1.9 -3.0 0.0 0.24
H 4.153 -0.131 0.082 2.7 -1.1 1.0 0.22
H 3.337 0.082 -1.368 0.1 -0.5 -1.9 0.20
H 3.435 1.315 -0.254 -0.1 2.4 0.4 0.21
H 0.697 0.580 -1.213 0.4 -0.9 0.2 0.21
H 1.483 2.409 0.214 2.9 1.8 -0.8 0.22
H -1.964 -2.574 1.137 0.3 -0.5 -0.3 0.23
H -2.741 -2.876 -0.407 -1.5 0.1 -0.6 0.24
H -0.352 -0.814 1.323 -0.3 -0.4 3.4 0.22
H -3.963 2.211 0.489 -0.6 -0.9 0.9 0.25